Entry 1:
DFT (wB97M-V/def2-TZVPD) results for a cluster of 2 separate species, C8H11N4 in total at a distorted geometry.

Properties
ΔE to the lowest compared entry with this formula, charge and spin	126.1	kJ/mol
net charge	+1
Kohn-Sham gap	8.99	eV
LUMO level	-2.392	eV
spin multiplicity	1
F_max	3.845	eV/Å

```
23
Properties=species:S:1:pos:R:3:forces:R:3
C 3.11961 -0.64563 -0.81097 -0.7 -0.9 -1.3
C -4.66995 0.19967 -0.68839 -3.0 1.8 1.5
C 4.48150 -0.59438 -0.69972 1.4 -0.2 -0.2
C -4.81052 -0.49044 0.51794 -0.5 -0.2 -3.7
C 3.63599 0.70899 0.89784 -1.4 2.8 1.8
C 2.56285 0.24277 0.16312 1.8 -1.6 -0.8
C -2.63066 -0.09112 0.06988 0.4 1.5 -0.8
C 1.21978 0.60746 0.30361 -2.2 -0.5 0.4
N -3.36455 0.52807 -0.89812 -0.7 -1.6 1.8
N 4.77308 0.24352 0.38283 3.0 -0.3 -0.2
N -3.50542 -0.68960 0.83873 -0.9 -2.2 2.7
N 0.08549 0.03872 0.05140 1.1 -2.2 -1.7
H 2.49005 -1.24118 -1.53041 1.1 0.8 0.7
H -5.49573 0.83771 -1.05573 0.7 -0.9 -0.6
H 5.38020 -0.99153 -1.27612 -1.8 0.3 0.8
H -5.69376 -1.11038 0.84353 1.4 1.1 0.1
H 3.49126 1.48748 1.73217 0.9 -1.5 -1.4
H 1.05390 1.55717 0.73653 0.0 1.2 0.8
H 5.81240 0.45125 0.64471 -3.1 -0.3 -0.3
H -3.42393 -1.35775 1.61015 1.4 0.6 -0.3
H 0.11199 -0.94955 -0.45499 0.6 2.4 1.4
H -1.51578 0.10026 0.24464 -0.5 -0.4 -0.3
H -3.10781 1.15850 -1.62262 0.8 0.3 -0.3
```
Positions in Å, forces in eV/Å.


Entry 2:
DFT (wB97M-V/def2-TZVPD) results for a structure of composition C5H10ClN4S at a distorted geometry.

Properties
ΔE to the lowest compared entry with this formula, charge and spin	149.5	kJ/mol
net charge	+1
Kohn-Sham gap	9.69	eV
LUMO level	-3.022	eV
spin multiplicity	1
F_max	4.921	eV/Å

```
21
Properties=species:S:1:pos:R:3:forces:R:3
C -0.00215 0.88815 -1.14744 0.2 1.9 -2.2
C -0.32857 -1.16748 0.65421 2.9 3.5 -1.8
C -2.18823 0.37916 -0.38058 -0.6 -0.1 3.2
C 0.85693 -0.00875 -0.33484 -1.8 -1.3 2.8
C 3.39081 1.52934 0.41892 -2.0 -2.9 0.7
N -1.25312 1.03234 -1.14758 0.5 0.1 0.0
N -1.55320 -0.78638 0.59948 0.3 -0.2 -0.8
N 0.30247 -2.08202 1.35447 2.8 1.5 -1.0
N -3.21897 -0.20221 -1.05886 -2.4 -0.5 -0.4
S 1.63835 1.00391 1.02147 0.3 -0.1 -0.4
Cl 1.90941 -1.01000 -1.27365 0.2 -0.1 -0.1
H 0.44619 1.64696 -1.91424 0.2 -1.7 1.5
H -2.55541 1.02378 0.50006 0.3 -0.4 -1.8
H 3.63759 2.35631 0.99971 -0.1 2.2 0.3
H 3.25887 1.58844 -0.65816 1.0 0.2 0.2
H 4.01321 0.77662 0.92297 0.1 -0.2 -1.4
H -2.27554 -1.28373 1.09148 -0.3 -0.3 0.3
H 1.39177 -2.03593 1.40242 -2.9 -0.3 -0.2
H -0.20042 -2.84386 1.69308 -0.6 -1.5 1.0
H -4.20947 0.10349 -0.98014 1.6 -0.2 0.1
H -3.06053 -0.90814 -1.76278 0.2 0.4 0.0
```
Positions in Å, forces in eV/Å.


Entry 3:
DFT (wB97M-V/def2-TZVPD) results for a cluster of 11 separate species, C14H47NO13 in total at a distorted geometry.

Properties
net charge	-1
Kohn-Sham gap (spin up / spin down)	9.78 / 5.77	eV
LUMO level (spin up / spin down)	2.691 / -1.319	eV
spin multiplicity	2
F_max	3.556	eV/Å
<S²>	0.76

```
75
Properties=species:S:1:pos:R:3:forces:R:3
C -20.06168 -16.61823 0.86297 0.3 -0.3 0.9
O -18.82161 -16.67514 0.70165 0.8 -0.2 0.2
O -20.59438 -17.12883 1.87081 0.0 -0.7 0.3
O -20.76086 -16.06527 0.01572 -0.9 0.8 -1.4
C -23.00142 -19.93616 0.28392 1.4 -0.2 0.3
C -22.11905 -19.32446 -0.87571 -1.8 -1.0 0.1
C -22.14759 -20.14102 -2.17158 -1.5 -0.4 1.2
O -21.74999 -21.45510 -1.90112 1.4 -1.0 0.4
C -21.65983 -22.22125 -3.07420 0.1 0.4 -0.2
N -22.77618 -18.03444 -1.07261 0.5 -0.1 -0.3
H -22.91816 -19.30037 1.16536 0.3 0.3 0.0
H -22.67217 -20.91244 0.63966 0.0 -0.2 -0.3
H -24.07893 -19.95721 0.12075 0.2 0.0 -0.8
H -21.05785 -19.19663 -0.66213 0.1 -0.2 0.7
H -21.55920 -19.66325 -2.95494 0.0 0.0 -0.2
H -23.19670 -20.30790 -2.41571 -0.4 1.0 -0.8
H -21.32338 -23.24186 -2.89176 -0.1 0.1 0.4
H -20.94499 -21.75520 -3.75235 0.2 0.0 -0.3
H -22.62364 -22.24259 -3.58283 -0.3 -0.1 -0.1
H -22.30490 -17.50205 -0.35528 -0.5 0.8 0.0
H -22.43109 -17.64914 -1.94010 0.1 0.4 -0.3
C -18.76014 -17.31897 4.66588 3.1 0.8 -1.5
O -20.05761 -16.97232 4.46485 -2.4 -0.5 0.9
H -18.25519 -16.42023 5.01998 0.5 -0.1 0.3
H -18.34778 -18.18462 5.18424 -1.3 -0.4 1.0
H -18.31400 -17.54039 3.69633 0.4 0.3 -0.4
H -20.24771 -17.09161 3.53145 -0.2 0.0 0.0
C -18.45103 -19.22916 -1.81309 0.1 0.3 0.4
O -17.67491 -18.11343 -1.38154 0.0 -0.3 -0.9
H -18.67069 -19.85454 -0.94778 0.2 -0.5 -0.1
H -19.41274 -19.00137 -2.27277 -0.1 0.6 -0.1
H -17.88623 -19.74949 -2.58664 0.2 -0.2 0.3
H -18.12234 -17.63554 -0.67938 -0.2 0.0 0.1
C -15.78128 -15.50940 1.24227 1.1 -0.4 -1.8
O -16.55375 -16.01013 2.26401 -0.4 0.2 0.9
H -14.85651 -15.04934 1.59047 -0.3 0.2 0.3
H -15.46422 -16.30940 0.57324 0.4 -0.5 0.0
H -16.29412 -14.87984 0.51512 -0.3 0.8 0.5
H -17.36469 -16.29678 1.83761 -0.3 -0.2 0.3
C -18.15619 -14.17418 -1.57386 0.2 0.4 0.9
O -19.09932 -13.65003 -0.63638 0.4 -0.1 -0.2
H -18.63435 -14.27898 -2.54775 0.4 -0.2 -0.1
H -17.29515 -13.50585 -1.57942 -0.2 0.4 -0.5
H -17.70249 -15.08499 -1.18309 -0.4 -0.5 -0.4
H -19.52344 -14.42375 -0.25811 -0.3 0.2 0.1
C -22.13257 -13.15149 1.30414 -1.4 -0.3 0.8
O -22.07866 -13.73262 0.02697 0.7 0.7 -0.6
H -21.52312 -13.57017 2.10500 0.3 -0.6 -0.3
H -21.94737 -12.07954 1.37278 0.1 0.1 -0.8
H -23.17252 -13.33319 1.57539 -0.1 0.4 0.9
H -21.68157 -14.60518 0.07759 0.1 0.0 0.1
C -21.43768 -15.33424 -3.22337 -0.3 0.6 2.2
O -20.65927 -16.44276 -2.75916 -0.2 -0.3 -1.7
H -22.43428 -15.35503 -2.78240 -0.6 -0.6 -0.4
H -21.09564 -14.45458 -2.67811 0.5 0.6 -0.7
H -21.53284 -15.16891 -4.29655 0.6 -0.5 0.1
H -20.51039 -16.34357 -1.81598 -0.1 0.3 0.2
C -22.96973 -19.21925 4.11136 1.5 0.0 -1.5
O -23.10856 -18.64365 5.34805 -0.3 0.6 1.5
H -22.06967 -18.81915 3.64455 0.2 0.3 -0.4
H -22.67184 -20.26456 4.19327 -1.0 -0.3 0.0
H -23.77891 -18.94359 3.43510 -0.3 -0.7 -0.1
H -22.79098 -17.74531 5.23088 0.0 0.2 0.3
C -19.47050 -20.34913 2.18076 -0.3 0.8 -1.0
O -18.38316 -19.52538 1.77325 0.8 -0.7 0.5
H -20.00855 -19.87424 3.00118 -0.2 -0.2 0.1
H -20.09811 -20.42610 1.29290 -0.6 -0.3 0.3
H -19.17778 -21.36286 2.45419 0.5 0.2 0.1
H -18.71336 -18.77678 1.27109 -0.1 0.0 0.1
C -23.98976 -16.17259 1.60682 0.7 -0.1 -0.5
O -23.05696 -16.27580 2.64871 -0.2 0.6 1.2
H -24.43628 -17.15668 1.46440 -0.6 0.2 -0.3
H -24.67488 -15.35024 1.81282 -0.3 -0.4 0.3
H -23.49800 -15.86516 0.68392 0.0 -0.2 -0.3
H -22.23198 -16.67375 2.36122 0.0 -0.1 -0.3
```
Positions in Å, forces in eV/Å.


Entry 4:
DFT (wB97M-V/def2-TZVPD) results for a cluster of 2 separate species, C2H9N3 in total at a distorted geometry.

Properties
ΔE to the lowest compared entry with this formula, charge and spin	256.0	kJ/mol
net charge	0
Kohn-Sham gap	9.77	eV
structure (SMILES)	C=N.NCN
LUMO level	1.011	eV
spin multiplicity	1
F_max	2.552	eV/Å

```
14
Properties=species:S:1:pos:R:3:forces:R:3
C 4.42770 -0.28798 -0.87606 -0.4 0.8 -1.0
N 3.99878 -1.47752 -0.99452 2.5 -0.1 -0.3
H 5.33721 0.03158 -0.36204 -0.6 -0.5 1.4
H 3.99957 0.59174 -1.40292 0.2 -0.5 -0.5
H 3.72291 -1.65746 -1.95994 -1.9 0.4 0.5
N -3.15936 -0.28343 -0.19796 -0.7 0.2 1.4
C -2.12520 0.52669 0.38010 2.0 1.1 0.4
N -2.37939 1.34699 1.61341 -0.4 -1.2 -1.5
H -3.38538 -0.48887 -1.14449 0.4 0.5 -0.4
H -3.83366 -0.61119 0.47066 0.0 -0.2 -0.1
H -1.64382 1.25742 -0.28331 -0.7 -0.4 -0.6
H -1.27512 -0.07622 0.70390 0.1 -0.4 0.0
H -2.45209 0.67394 2.36610 -0.5 0.4 0.3
H -3.24424 1.85343 1.45786 -0.1 0.0 0.5
```
Positions in Å, forces in eV/Å.


Entry 5:
DFT (wB97M-V/def2-TZVPD) results for a structure of composition C3H2CuLiO2 at a distorted geometry.

Properties
net charge	0
Kohn-Sham gap (spin up / spin down)	5.14 / 6.72	eV
LUMO level (spin up / spin down)	-0.679 / -1.134	eV
spin multiplicity	3
F_max	1.767	eV/Å
<S²>	2.01

```
9
Properties=species:S:1:pos:R:3:forces:R:3
C 0.01584 -0.53572 -0.03655 0.1 0.9 0.6
Li 0.70449 0.89275 1.94201 -0.2 -0.4 -0.3
O 1.38107 -0.00503 0.30576 0.5 -0.4 0.3
C 0.71275 0.47815 -0.84932 -0.4 -0.1 -0.5
H 1.15051 0.16857 -1.80358 -0.1 0.1 0.3
H 0.41214 1.53317 -0.80650 0.0 -0.3 0.0
Cu -1.33955 -2.06154 -0.31986 0.2 0.4 0.0
O -2.11044 -0.41554 0.58415 1.3 -0.1 0.8
C -0.92680 -0.05480 0.98389 -1.3 0.0 -1.1
```
Positions in Å, forces in eV/Å.


Entry 6:
DFT (wB97M-V/def2-TZVPD) results for a structure of composition C20H28BeBrIN3O4SSbSe at a distorted geometry.

Properties
ΔE to the lowest compared entry with this formula, charge and spin	13.5	kJ/mol
net charge	0
Kohn-Sham gap	4.79	eV
LUMO level	-2.410	eV
spin multiplicity	1
F_max	2.328	eV/Å

```
61
Properties=species:S:1:pos:R:3:forces:R:3
Be 0.64909 1.16824 0.34616 -0.4 0.4 -0.4
O 3.23671 -0.05124 -1.44180 0.0 0.3 -0.1
S 2.26938 0.03468 -0.40296 0.7 -1.4 -0.5
O 2.25315 1.35594 0.37528 -0.2 0.4 0.3
O 0.81746 0.14788 -0.90526 0.1 0.2 0.3
O 2.30230 -1.06919 0.56956 0.5 0.4 -0.7
Br 0.96745 0.02851 5.66753 0.0 0.0 0.2
C -0.77845 -0.38501 5.06275 0.2 0.1 -0.2
C -1.77424 -0.58841 6.00761 0.0 0.0 -0.1
C -3.05099 -0.93016 5.59053 0.0 0.0 0.0
C -3.33142 -1.04480 4.23728 -0.1 0.0 0.0
C -2.33622 -0.81214 3.30289 0.0 0.1 -0.2
C -1.04553 -0.48643 3.70070 0.3 0.2 -0.4
I 0.52689 -0.46747 2.21192 -1.0 -0.5 2.1
H -1.54349 -0.48960 7.05909 0.0 0.0 0.0
H -3.82341 -1.11111 6.32644 0.0 0.0 0.0
H -4.32511 -1.32636 3.91153 0.0 0.0 0.0
H -2.54749 -0.88057 2.24216 0.0 -0.1 0.0
C -3.84495 -3.31289 -2.32275 -0.2 0.2 0.1
C -3.60327 -2.29383 -1.21456 0.6 -0.3 0.0
C -4.54079 -2.52034 -0.02651 0.0 0.2 -0.1
Sb -1.47887 -2.05148 -0.52824 -0.3 -0.3 0.0
C -0.25614 -2.68777 -2.25380 -0.5 -0.1 0.4
C -0.50682 -1.72742 -3.41119 0.1 0.0 0.1
C -0.38282 -4.14627 -2.67785 0.2 0.1 -0.1
C -1.20103 -3.76106 0.88450 -0.2 0.2 -0.8
C 0.27758 -4.11952 0.99200 -0.1 0.0 0.1
C -2.03700 -4.98529 0.52193 0.1 0.0 0.3
H -4.88897 -3.27765 -2.65916 0.0 -0.1 0.0
H -3.64100 -4.32426 -1.96686 0.0 0.0 -0.1
H -3.21476 -3.11235 -3.18866 0.0 -0.1 0.0
H -3.79101 -1.29017 -1.61074 0.0 0.0 0.0
H -4.69498 -3.58288 0.15667 0.0 0.0 0.0
H -5.52302 -2.07824 -0.22729 0.0 -0.1 0.1
H -4.15567 -2.07745 0.89931 -0.1 0.0 0.0
H 0.74529 -2.50327 -1.85894 0.1 0.0 0.0
H -1.53173 -1.79553 -3.78500 0.0 0.0 0.0
H 0.17021 -1.95627 -4.24027 0.0 0.0 0.0
H -0.31445 -0.69979 -3.10207 0.0 0.1 0.0
H -1.38640 -4.38009 -3.03407 0.0 0.0 0.0
H -0.13010 -4.82598 -1.86551 -0.1 0.0 0.0
H 0.31507 -4.34658 -3.49926 0.0 0.0 0.0
H -1.53979 -3.35076 1.84012 0.0 0.0 0.0
H 0.63073 -4.62893 0.09406 0.0 0.0 0.0
H 0.42939 -4.79795 1.83888 0.0 0.0 0.0
H 0.90866 -3.24764 1.15514 0.1 0.0 -0.1
H -1.78346 -5.36362 -0.46925 0.0 0.0 0.0
H -3.10254 -4.76716 0.54774 0.0 -0.1 0.0
H -1.84600 -5.79020 1.24282 0.0 0.0 -0.1
Se -4.09371 1.43203 0.23659 0.2 -0.3 -0.1
N -3.91849 2.86948 -0.75571 -0.1 0.2 -0.1
C -2.62694 3.14143 -0.80831 0.1 -0.4 0.2
C -2.03061 4.20576 -1.52305 0.2 0.2 -0.1
C -0.67905 4.35317 -1.43389 -0.4 0.3 -0.2
C 0.08727 3.46587 -0.65253 0.1 -0.5 0.5
N -0.41718 2.43821 0.00241 0.3 0.1 -0.4
C -1.76791 2.23026 -0.08477 -0.5 0.0 0.1
N -2.35932 1.21509 0.50972 0.0 0.4 0.3
H -2.64684 4.86788 -2.11661 0.0 0.0 0.0
H -0.17728 5.14768 -1.96638 0.1 0.0 0.0
H 1.15871 3.58862 -0.54815 0.0 0.0 -0.2
```
Positions in Å, forces in eV/Å.